No. 1
This record from the Open Molecules 2025 dataset describes a cluster of 2 separate species, CH6OS in total. The level of theory is the ωB97M-V functional and the def2-TZVPD basis.

Structure (XYZ):
```
9
Properties=species:S:1:pos:R:3:nbo_charge:R:1
O 1.51 -0.76 -4.38 -0.933
H 2.03 -0.05 -3.99 0.466
H -0.18 1.23 2.81 0.118
H 1.31 -1.32 -3.62 0.467
C -0.79 0.61 0.58 -0.727
S -0.40 0.03 2.26 -0.046
H -1.77 1.07 0.61 0.216
H -0.05 1.24 0.10 0.218
H -0.89 -0.30 -0.01 0.221
```

Summary:
multiplicity: 1
SMILES: CS.O
relative energy (zero: lowest compared OMol25 entry of this formula, charge and spin): 10.99 kJ/mol
frontier orbital gap: 9.74 eV
HOMO: -9.189 eV

No. 2
This record from the Open Molecules 2025 dataset describes a cluster of 2 separate species, C4H14NOS2 in total at a distorted geometry. The level of theory is the ωB97M-V functional and the def2-TZVPD basis.

Structure (XYZ):
```
22
Properties=species:S:1:pos:R:3:nbo_charge:R:1
C -1.11 -2.15 1.20 -0.086
O -0.72 -2.23 2.58 -0.686
C -1.15 -0.71 0.81 -0.260
N -1.70 -0.64 -0.54 -0.694
H -2.08 -2.66 1.06 0.205
H -0.36 -2.62 0.54 0.169
H 0.11 -1.76 2.74 0.475
H -1.85 -0.08 1.45 0.241
H -0.14 -0.27 0.92 0.232
H -2.70 -0.71 -0.56 0.443
H -1.22 -1.29 -1.17 0.441
H -1.49 0.35 -0.84 0.464
C 1.95 -0.21 -1.31 -0.741
S 1.09 0.98 -2.41 0.112
S -0.06 2.12 -1.11 0.023
C 1.11 3.14 -0.16 -0.735
H 2.74 0.37 -0.86 0.236
H 1.30 -0.68 -0.61 0.184
H 2.42 -0.98 -1.88 0.251
H 1.65 3.85 -0.76 0.252
H 0.52 3.76 0.51 0.249
H 1.69 2.41 0.41 0.224
```

Summary:
multiplicity: 1
charge: +1
relative energy (zero: lowest compared OMol25 entry of this formula, charge and spin): 126.94 kJ/mol
frontier orbital gap: 9.32 eV
HOMO: -12.688 eV

No. 3
This record from the Open Molecules 2025 dataset describes a structure of composition C41H33GaINP2S3Sb. The level of theory is the ωB97M-V functional and the def2-TZVPD basis.

Structure (XYZ):
```
83
Properties=species:S:1:pos:R:3:mulliken_charge:R:1
Ga -0.98 -1.23 0.78 0.643
C 2.13 3.96 3.53 -0.458
C 1.33 4.15 2.41 -0.561
C 0.24 3.33 2.17 0.257
C -0.09 2.31 3.07 0.361
C 0.73 2.11 4.18 -0.405
C 1.83 2.93 4.41 -0.758
P -1.56 1.22 2.84 0.681
C -2.92 2.11 3.67 -0.267
C -4.22 1.68 3.42 -0.095
C -5.30 2.29 4.04 -0.608
C -5.08 3.33 4.93 -0.473
C -3.79 3.75 5.21 -0.695
C -2.71 3.13 4.59 -0.440
C -1.95 1.50 1.04 -0.216
C -2.54 2.70 0.62 -0.270
C -2.64 3.00 -0.73 -0.831
C -2.12 2.12 -1.67 -1.068
C -1.55 0.93 -1.26 0.050
C -1.49 0.57 0.09 0.466
H 2.98 4.60 3.71 0.381
H 1.56 4.95 1.71 0.378
H -0.36 3.49 1.29 0.120
H 0.51 1.31 4.87 0.357
H 2.45 2.77 5.28 0.427
H -4.39 0.85 2.73 0.399
H -6.31 1.95 3.83 0.408
H -5.92 3.82 5.42 0.373
H -3.62 4.55 5.92 0.396
H -1.70 3.46 4.81 0.375
H -2.90 3.41 1.36 0.543
H -3.10 3.93 -1.04 0.383
H -2.18 2.36 -2.72 0.485
H -1.16 0.25 -2.01 0.862
S -1.88 -0.36 4.79 -0.365
Sb -1.44 -2.42 3.73 0.120
S 0.51 -1.73 2.37 -0.456
S -2.88 -2.11 1.82 -0.687
I -4.35 -2.54 -4.04 0.092
C -2.94 -3.15 -2.64 -0.818
C -2.47 -4.45 -2.61 -0.115
C -1.50 -4.79 -1.69 -1.052
C -1.02 -3.81 -0.84 -0.069
N -1.49 -2.56 -0.86 0.443
C -2.44 -2.23 -1.73 0.160
H -2.86 -5.19 -3.30 0.426
H -1.11 -5.79 -1.63 0.468
H -0.24 -4.01 -0.11 0.475
H -2.82 -1.22 -1.68 0.534
C 4.94 -4.49 -0.99 -0.499
C 4.67 -3.87 -2.21 -0.854
C 3.64 -2.95 -2.31 -0.389
C 2.86 -2.63 -1.20 0.634
C 3.13 -3.26 0.01 -0.433
C 4.16 -4.18 0.12 -0.688
P 1.51 -1.38 -1.25 0.942
C 2.45 0.19 -1.16 -0.204
C 2.13 1.10 -0.16 0.336
C 2.82 2.31 -0.06 -0.118
C 3.83 2.61 -0.97 -0.801
C 4.16 1.69 -1.96 -0.723
C 3.48 0.49 -2.05 -0.035
C 0.99 -1.43 -3.01 0.355
C 0.69 -2.66 -3.61 -0.592
C 0.12 -2.72 -4.87 -0.859
C -0.16 -1.54 -5.56 -0.642
C 0.15 -0.32 -4.98 -0.689
C 0.71 -0.26 -3.72 -0.691
H 5.75 -5.21 -0.91 0.384
H 5.27 -4.11 -3.08 0.410
H 3.44 -2.49 -3.27 0.326
H 2.52 -3.03 0.88 0.204
H 4.36 -4.66 1.07 0.437
H 1.36 0.87 0.56 0.055
H 2.56 3.01 0.72 0.296
H 4.36 3.55 -0.89 0.402
H 4.96 1.92 -2.66 0.415
H 3.75 -0.21 -2.83 0.266
H 0.92 -3.58 -3.08 0.667
H -0.10 -3.68 -5.32 0.437
H -0.61 -1.58 -6.54 0.417
H -0.06 0.60 -5.52 0.455
H 0.95 0.70 -3.28 0.420
```

Summary:
multiplicity: 2
frontier orbital gap (alpha / beta): 6.41 / 7.09 eV
HOMO (alpha / beta): -6.540 / -7.693 eV

No. 4
This record from the Open Molecules 2025 dataset describes a cluster of 3 separate species, C5H9NO2S in total at a distorted geometry. The level of theory is the ωB97M-V functional and the def2-TZVPD basis.

Structure (XYZ):
```
18
Properties=species:S:1:pos:R:3:nbo_charge:R:1
C 0.46 0.83 -1.29 0.183
C -1.21 -3.03 -0.21 1.022
C 1.23 1.79 -0.37 -0.657
C 1.48 0.23 -2.28 -0.620
C -1.77 -0.14 2.89 -0.809
N -0.70 0.39 -1.35 -0.177
O -2.30 -3.04 -0.47 -0.484
O -0.07 -2.95 -0.04 -0.539
S -2.02 0.84 1.46 -0.002
H 0.67 2.37 0.40 0.260
H 1.77 1.09 0.23 0.237
H 2.04 2.28 -0.87 0.230
H 1.72 1.09 -2.88 0.224
H 2.42 -0.13 -1.75 0.231
H 1.11 -0.52 -2.90 0.230
H -1.70 -1.16 2.55 0.216
H -2.33 -0.01 3.78 0.239
H -0.79 0.10 3.09 0.215
```

Summary:
multiplicity: 1
relative energy (zero: lowest compared OMol25 entry of this formula, charge and spin): 484.41 kJ/mol
frontier orbital gap (alpha / beta): 4.90 / 4.87 eV
HOMO (alpha / beta): -7.517 / -7.493 eV

No. 5
This record from the Open Molecules 2025 dataset describes a structure of composition C40H45ClF4HgN8O3 at a distorted geometry. The level of theory is the ωB97M-V functional and the def2-TZVPD basis.

Structure (XYZ):
```
102
Properties=species:S:1:pos:R:3:mulliken_charge:R:1
Hg -0.81 0.58 -0.86 2.997
C -1.45 2.91 -5.24 -1.651
C -1.36 2.44 -3.78 -0.449
N -0.48 1.30 -3.51 0.713
C 0.89 1.52 -3.97 -0.879
C 1.50 2.76 -3.34 -0.785
C -1.00 0.01 -3.97 -1.427
C -2.42 -0.27 -3.49 -1.241
N -2.58 -0.06 -2.07 0.043
C -3.81 -0.10 -1.56 0.063
C -4.02 0.05 -0.15 -0.241
F -2.93 0.14 0.66 -0.145
C -5.26 0.08 0.44 0.005
F -5.36 0.25 1.78 -0.331
C -6.43 -0.09 -0.29 -0.720
C -6.27 -0.29 -1.65 0.336
F -7.37 -0.51 -2.40 -0.347
C -5.04 -0.30 -2.27 0.284
F -5.07 -0.53 -3.62 -0.366
H -2.22 3.67 -5.32 0.469
H -1.71 2.09 -5.91 0.319
H -0.51 3.36 -5.56 0.296
H -2.35 2.19 -3.41 0.391
H -1.01 3.28 -3.18 0.082
H 0.93 1.60 -5.07 0.420
H 1.48 0.64 -3.70 0.451
H 1.16 3.66 -3.84 0.293
H 2.59 2.73 -3.40 0.436
H 1.19 2.82 -2.30 -0.158
H -0.33 -0.77 -3.58 0.522
H -1.00 -0.07 -5.07 0.442
H -2.65 -1.32 -3.74 0.613
H -3.10 0.37 -4.06 0.525
H -7.40 -0.05 0.17 0.505
C -0.99 5.44 3.76 -1.666
C 0.19 4.99 2.96 1.303
C 1.39 4.67 3.56 -0.979
C 2.47 4.28 2.78 0.480
Cl 3.97 3.88 3.55 -0.234
C 2.37 4.21 1.41 -0.700
C 1.16 4.52 0.80 -0.231
C 0.06 4.89 1.57 0.349
O -1.16 5.22 1.08 -0.510
C -1.47 4.95 -0.27 -1.252
C -1.55 3.41 -0.56 0.458
O -2.62 2.84 -0.49 -0.598
O -0.44 2.88 -0.85 -0.067
H -0.78 5.41 4.82 0.427
H -1.84 4.79 3.54 0.312
H -1.27 6.45 3.47 0.333
H 1.49 4.72 4.63 0.355
H 3.21 3.90 0.80 0.350
H 1.09 4.43 -0.26 0.128
H -0.74 5.42 -0.95 0.321
H -2.46 5.39 -0.42 0.383
N -0.45 -6.51 1.03 0.015
C 0.16 -7.62 1.54 0.639
C -0.29 -8.89 1.82 -0.963
C 0.62 -9.80 2.35 -0.432
C 1.94 -9.43 2.59 -0.373
C 2.41 -8.15 2.30 -0.812
C 1.51 -7.23 1.76 0.428
N 1.70 -5.94 1.38 -0.743
C 0.51 -5.51 0.94 0.100
C 0.24 -4.22 0.45 0.793
C -1.06 -3.76 0.07 -1.079
C -1.23 -2.49 -0.38 -0.832
N -0.24 -1.58 -0.54 -0.079
C 1.01 -2.03 -0.22 -0.555
C 1.28 -3.27 0.27 -0.943
H -1.42 -6.43 0.77 0.151
H -1.32 -9.18 1.62 0.360
H 0.30 -10.81 2.58 0.358
H 2.62 -10.16 3.01 0.352
H 3.43 -7.88 2.48 0.414
H -1.92 -4.41 0.14 0.262
H -2.22 -2.15 -0.67 0.401
H 1.81 -1.32 -0.40 0.618
H 2.29 -3.57 0.50 0.576
C 4.58 -0.15 0.59 -0.568
C 3.91 0.53 -0.61 -0.842
N 2.66 1.13 -0.21 0.137
C 2.06 0.91 0.99 -0.437
N 0.77 0.93 1.05 0.442
C 0.15 0.86 2.36 -0.462
C 0.96 -0.03 3.30 -0.856
C 2.38 0.49 3.38 -0.679
N 2.89 0.75 2.06 0.658
C 4.32 0.71 1.82 -0.934
H 5.65 -0.27 0.41 0.472
H 4.15 -1.14 0.75 0.134
H 3.76 -0.20 -1.41 0.230
H 4.57 1.31 -1.00 0.559
H 1.98 1.29 -0.95 -0.286
H -0.86 0.48 2.23 0.147
H 0.08 1.87 2.78 0.001
H 0.97 -1.05 2.90 0.212
H 0.51 -0.05 4.29 0.468
H 3.03 -0.24 3.87 0.545
H 2.41 1.42 3.98 0.207
H 4.80 0.28 2.70 0.555
H 4.71 1.72 1.66 0.217
```

Summary:
multiplicity: 2
charge: -1
relative energy (zero: lowest compared OMol25 entry of this formula, charge and spin): 119.16 kJ/mol
frontier orbital gap (alpha / beta): 4.61 / 6.86 eV
HOMO (alpha / beta): -2.396 / -4.649 eV

No. 6
This record from the Open Molecules 2025 dataset describes a cluster of 2 separate species, C7H18N in total at a distorted geometry. The level of theory is the ωB97M-V functional and the def2-TZVPD basis.

Structure (XYZ):
```
26
Properties=species:S:1:pos:R:3:nbo_charge:R:1
C 1.24 0.07 -2.05 -0.153
C 0.05 0.75 -2.18 -0.243
C -1.04 0.39 -3.14 -0.657
C 2.34 0.28 -1.00 -0.661
H 1.39 -0.79 -2.66 0.208
H -0.03 1.70 -1.62 0.190
H -2.01 0.45 -2.66 0.221
H -1.09 1.09 -4.03 0.245
H -0.94 -0.60 -3.60 0.232
H 2.26 1.32 -0.58 0.201
H 3.36 0.13 -1.43 0.259
H 2.18 -0.48 -0.29 0.202
C 0.01 -0.54 3.26 -0.645
C -0.43 -0.77 1.83 -0.020
C -1.98 -0.73 1.65 -0.644
N 0.02 0.49 1.02 -0.758
H 1.15 -0.62 3.38 0.241
H -0.34 0.43 3.54 0.216
H -0.48 -1.27 3.93 0.258
H 0.00 -1.67 1.28 0.235
H -2.36 0.11 2.29 0.220
H -2.34 -1.65 2.12 0.253
H -2.31 -0.69 0.59 0.235
H 1.01 0.83 1.14 0.449
H -0.10 0.31 -0.04 0.477
H -0.65 1.28 1.28 0.437
```

Summary:
multiplicity: 1
charge: +1
relative energy (zero: lowest compared OMol25 entry of this formula, charge and spin): 91.52 kJ/mol
frontier orbital gap: 9.99 eV
HOMO: -12.977 eV

For reference, E_tot by record: -14016.731 -29576.056 -162643.458 -21746.641 -87842.913 -9033.821 eV.